58
Properties=species:S:1:pos:R:3:forces:R:3:mulliken_charge:R:1 method="wB97M-V/def2-TZVPD" molar_mass_g_mol=629.92 total_energy_ha=-2411.7749 e_homo_ev=-7.31 lumo_energy_ev=-2.0
Hf 0.00000 0.00000 0.00000 -0.0252 1.0055 3.7148 0.8920
P 2.48130 -0.12300 -0.16720 4.0352 -0.1307 -0.4674 0.9367
P -2.48060 0.12710 0.21150 -4.1506 0.2870 0.4445 0.9050
N -0.04150 1.05620 -1.44150 -0.0786 2.1626 -4.1814 -0.1302
H 1.43760 -2.53780 2.27280 -0.4584 0.0140 -0.0864 0.0599
C 3.24570 -1.60380 -0.99500 -0.2699 -0.0077 0.0190 -1.2756
H 4.34940 -1.54780 -1.01870 -0.5214 0.0821 0.0491 0.3980
H 2.86140 -1.66980 -2.02710 0.1810 0.0058 0.3754 0.3246
H 2.93960 -2.51600 -0.45460 0.1379 0.3286 -0.2009 0.3148
C 3.42180 -0.07370 1.42600 -0.1766 -0.0040 -0.0704 -1.1270
H 4.50080 -0.25140 1.27110 -0.4688 0.1074 0.0316 0.5238
H 3.01720 -0.84040 2.10760 0.2552 0.2616 -0.3113 0.1617
H 3.27370 0.91560 1.88930 0.1276 -0.3659 -0.2325 0.2239
C 3.21510 1.27350 -1.12050 -0.0308 -0.0378 0.0819 -1.3458
H 4.31680 1.28050 -1.04750 -0.4438 -0.0292 -0.0024 0.4934
H 2.80510 2.21700 -0.72480 0.1615 -0.3244 -0.1782 0.3109
H 2.91190 1.18240 -2.17630 0.0528 0.0663 0.4000 0.3426
C -3.51780 -1.24440 -0.49730 0.3093 -0.0412 -0.1027 -1.2886
H -4.60000 -1.04770 -0.38960 0.5361 0.0177 0.0050 0.4056
H -3.26570 -2.18750 0.01640 -0.1163 0.3486 -0.1748 0.3396
H -3.27200 -1.35770 -1.56690 -0.1558 0.0152 0.3773 0.3294
C -3.15110 0.24210 1.93200 -0.0022 0.0443 -0.1325 -1.2449
H -4.25550 0.24880 1.94440 0.4328 -0.0285 -0.1700 0.4847
H -2.77100 1.16740 2.39600 -0.1656 -0.5009 -0.1627 0.3295
H -2.78010 -0.61660 2.51620 -0.1402 0.4250 -0.1773 0.2408
C -3.18860 1.61520 -0.61480 0.0844 -0.0544 0.0011 -1.2978
H -4.26880 1.71990 -0.41170 0.4511 -0.0744 -0.0342 0.4795
H -3.01840 1.53080 -1.70060 -0.0177 0.0744 0.4019 0.2984
H -2.64770 2.50320 -0.24920 -0.2271 -0.2958 -0.1633 0.3011
C -0.01650 1.86440 -2.54340 -0.0152 0.4561 -0.6952 -0.2027
C 0.02500 2.17210 -4.96840 0.0057 0.1627 0.2201 -0.5427
C -0.00360 1.32430 -3.85650 0.0158 0.5614 0.1174 -0.3037
C -0.00010 3.27650 -2.38590 0.0063 -0.2848 -0.4777 0.0114
C 0.02920 4.11030 -3.50640 -0.0020 -0.2461 -0.0961 -0.5982
C 0.04190 3.56690 -4.80260 -0.0034 -0.1539 0.1790 -0.3611
H 0.03470 1.74130 -5.97590 -0.0043 0.1889 0.3832 0.3393
H -0.01640 0.23610 -3.97380 -0.0036 0.3784 0.0328 0.3487
H -0.00900 3.68440 -1.37050 0.0054 -0.1309 -0.3569 0.4248
H 0.04250 5.19740 -3.36930 -0.0050 -0.4264 -0.0761 0.3474
H 0.06470 4.22560 -5.67690 -0.0103 -0.2707 0.3609 0.3621
C 0.35800 -2.60720 2.00790 0.0209 -0.1346 0.1188 1.0716
O 0.03540 -1.52170 1.18170 0.4261 -2.4077 1.3780 -0.4075
C 0.13530 -3.92230 1.24920 0.1119 -0.4259 0.0904 -1.5126
H -0.30050 -4.68040 1.92440 0.2631 0.1886 -0.3689 0.4430
H 1.08640 -4.31650 0.84980 -0.4488 0.0943 0.0481 0.3130
H -0.56170 -3.76380 0.40870 0.2179 -0.0345 0.3703 0.2350
C -0.46350 -2.53070 3.30000 -0.0428 0.0496 0.1963 -1.4523
H -1.41440 -3.08240 3.19580 0.3033 0.2632 0.0520 0.4717
H -0.69070 -1.47780 3.54360 0.0550 -0.5484 -0.0416 0.2061
H 0.10470 -2.95860 4.14190 -0.3008 0.0246 -0.2563 0.3229
F 1.25360 0.73180 5.62830 0.7442 -0.6955 -2.7845 -0.1564
C 1.70290 0.51720 4.33800 2.2140 -0.3943 2.2043 0.3776
F 2.85680 1.25820 4.16810 -2.0113 -1.7959 0.2018 -0.1767
F 1.97090 -0.82730 4.19660 -0.0657 1.8106 0.3876 -0.1738
S 0.39510 1.04640 3.16610 -7.3344 11.3845 0.7636 1.2835
O -0.99610 0.94320 3.79220 2.4017 -4.0998 -2.0410 -0.6438
O 0.52630 2.50140 3.64410 3.2154 -2.3349 -0.5288 -0.7465
O 0.25140 1.59860 1.51940 0.9249 -4.5296 1.5651 -0.6663

***

76
Properties=species:S:1:pos:R:3:forces:R:3:mulliken_charge:R:1 method="wB97M-V/def2-TZVPD" molar_mass_g_mol=782.73 total_energy_ha=-4499.5050 e_homo_ev=-10.32 lumo_energy_ev=0.2
C 2.69716 -1.97995 0.18985 0.0730 0.0173 0.0012 -0.5830
C 2.46821 -1.93439 1.66986 -0.1380 -0.2861 0.2865 0.7383
O 1.62965 -2.56415 2.26776 0.0981 0.3940 -0.2110 -0.6357
O 3.32958 -1.08703 2.29568 -0.3030 0.3338 -0.3166 -0.3938
C 2.76530 -0.20703 3.29593 0.4246 -0.1160 0.0651 -0.5279
C 3.03063 1.22412 2.83009 -0.2417 0.0118 -0.2477 -0.4806
C 1.85760 1.69548 1.97632 -0.2562 -0.2670 0.2263 0.0225
O 2.05285 2.94069 1.25596 0.1650 0.1343 -0.0795 -0.4470
C 2.79797 2.87969 0.13269 0.2043 -0.0482 0.4143 0.5387
O 2.35337 2.87466 -0.97584 1.9594 0.5967 1.3767 -0.4977
O 4.12606 2.85235 0.36448 0.0456 0.2710 -0.2013 -0.4369
H 1.79308 -2.30942 -0.31718 0.0524 -0.0506 0.0087 0.2252
H 2.99030 -0.99251 -0.16736 -0.0339 -0.0639 -0.0443 0.0516
H 3.51475 -2.65930 -0.05301 -0.0347 -0.0080 0.0411 0.3590
H 3.27538 -0.39645 4.24063 -0.1180 -0.0861 -0.0326 0.4097
H 1.70105 -0.40325 3.39111 0.0980 -0.1231 0.2060 0.2469
H 3.95416 1.19271 2.24999 0.0595 0.1054 0.1307 0.3963
H 3.13979 1.89266 3.68673 0.1132 -0.0194 -0.0284 0.3453
H 1.01190 1.89538 2.63306 0.0087 0.0326 -0.1333 0.2236
H 1.53536 0.92475 1.26845 0.1007 0.0704 -0.0896 0.0569
H 4.29915 3.18065 1.25731 -0.0719 -0.2377 0.0481 0.3745
C -2.62735 -2.10107 2.27026 -0.0981 0.0964 -0.2130 -0.3359
C -1.50703 -1.70583 1.33531 0.2443 -0.3563 -0.0021 -0.1030
O -1.30388 -0.30692 1.63292 -0.1930 0.1246 -0.0668 0.0310
S -1.56473 -0.04080 3.16842 0.2851 -0.1898 -0.2956 0.9579
O -0.30835 -0.03472 3.84185 -0.2385 0.1324 0.3746 -0.6228
O -2.43270 1.07474 3.29856 -0.0903 0.1616 0.0777 -0.5272
O -2.32026 -1.39149 3.50117 0.1009 -0.0300 -0.0696 -0.3999
H -3.59371 -1.76385 1.90645 -0.0470 0.0168 0.0398 0.2798
H -2.65128 -3.16913 2.46377 0.0373 0.0363 0.2339 0.3245
H -1.75594 -1.78367 0.28253 -0.1058 0.0776 0.0757 0.3636
H -0.58293 -2.24770 1.54983 -0.0294 0.0455 0.0491 0.0796
C 6.68484 0.56808 -2.97388 0.0323 0.1025 -0.1778 -0.3957
C 5.20669 0.80968 -2.75163 -0.0515 -0.0671 0.1510 -0.1035
O 4.58916 -0.37285 -3.29545 0.0994 0.1521 -0.1267 -0.2492
S 5.52446 -1.64069 -3.04503 -0.1527 0.1416 -0.0069 1.0162
O 5.10084 -2.31588 -1.87153 0.1149 -0.1505 0.0064 -0.4813
O 5.67996 -2.33112 -4.27194 -0.0353 -0.0534 0.0021 -0.5477
O 6.85310 -0.83123 -2.69606 0.0383 0.0840 0.1199 -0.3287
H 6.97917 0.75839 -4.00723 -0.0276 0.0073 0.0051 0.3002
H 7.31261 1.14137 -2.29814 0.0476 -0.1184 0.0745 0.3010
H 4.82808 1.68202 -3.27415 -0.0826 -0.0677 -0.1242 0.3746
H 4.95934 0.88551 -1.69402 0.0073 0.0090 0.0892 0.0792
C -0.44673 1.93725 -3.27111 0.0100 -0.0410 0.3138 -0.0096
C 0.68148 1.91203 -2.26311 -1.1091 0.1736 -1.0764 -0.2332
O 0.29186 0.85130 -1.36977 -0.0148 -0.0621 0.1371 -0.1128
S -0.46693 -0.28698 -2.17232 -0.0619 0.3722 0.0536 0.9920
O 0.42485 -1.35287 -2.46470 -0.0094 -0.1970 -0.0945 -0.6235
O -1.68740 -0.55133 -1.49081 -0.0700 -0.1650 -0.0620 -0.5138
O -0.75404 0.53794 -3.49272 0.1714 -0.1729 -0.0971 -0.3896
H -1.31557 2.41893 -2.83298 -0.0719 0.0166 -0.2106 -0.0384
H -0.16618 2.39838 -4.21287 -0.0675 -0.1564 -0.0992 0.3480
H 0.76003 2.83398 -1.69417 -0.7257 -0.5427 -0.5657 0.5592
H 1.64315 1.66567 -2.71410 -0.1219 -0.0107 -0.0139 0.0611
C -3.51637 3.96149 1.48334 0.0623 0.1732 0.1290 -0.3059
C -4.55499 4.79402 0.75657 -0.1643 -0.1500 0.0509 -0.4224
O -4.00304 4.95377 -0.56343 0.0221 0.0634 0.1314 -0.3332
S -3.18554 3.64680 -0.96492 -0.0011 0.1527 0.3069 1.1215
O -3.98047 2.79344 -1.76908 0.0787 -0.0801 -0.1395 -0.5923
O -1.90062 4.07020 -1.40327 0.0492 -0.0001 -0.1429 -0.5757
O -3.07785 3.02246 0.48913 -0.1289 -0.1069 -0.0386 -0.1339
H -2.66178 4.56073 1.80031 -0.0073 0.0135 -0.0098 0.2698
H -3.91930 3.41589 2.33124 0.0463 -0.1623 -0.0717 0.3104
H -4.70446 5.77401 1.19905 0.0755 0.0754 -0.1182 0.3165
H -5.50981 4.27225 0.67675 0.0101 -0.0120 0.0197 0.3114
C -5.17552 -4.81954 -1.37496 0.2078 0.1177 -0.0959 -0.2686
C -4.49177 -5.56628 -0.24688 -0.1272 -0.1984 -0.0193 -0.3225
O -4.54136 -4.64047 0.85268 0.1241 0.1098 -0.1117 -0.2782
S -5.88662 -3.78122 0.77860 -0.0644 -0.0259 -0.1864 1.0860
O -6.86481 -4.34537 1.63333 -0.0782 0.0392 0.0289 -0.5679
O -5.54046 -2.40880 0.86487 0.0221 0.0697 0.1691 -0.4796
O -6.26068 -4.13313 -0.72894 -0.0315 -0.2365 0.0426 -0.3020
H -4.51549 -4.08008 -1.83114 0.0093 -0.0094 0.0138 0.2429
H -5.57695 -5.47849 -2.13895 -0.1397 0.0247 0.0423 0.3010
H -3.45522 -5.80784 -0.46170 0.0524 0.1074 0.0956 0.3254
H -5.03482 -6.47065 0.03156 -0.0075 0.0046 -0.0182 0.2587

***

58
Properties=species:S:1:pos:R:3:forces:R:3:mulliken_charge:R:1 method="wB97M-V/def2-TZVPD" molar_mass_g_mol=460.30 total_energy_ha=-2676.1414 e_homo_ev=-4.29 lumo_energy_ev=2.4 charge=-1
C -1.16591 -2.02510 -5.40447 0.1163 0.0061 0.3242 -1.4131
C -1.36417 -0.82869 -4.51084 0.0420 0.0738 -0.3121 0.5075
C -1.18109 0.46745 -4.97943 0.0199 -0.0591 -0.0703 -0.5292
C -1.33311 1.54294 -4.11492 0.1095 0.0003 -0.4235 -0.8033
C -1.65227 1.33206 -2.79127 0.0438 0.0566 0.2179 -0.4743
C -1.83112 0.04047 -2.29022 -0.1220 0.0033 0.0366 0.3998
C -2.11927 -0.16343 -0.84134 -0.0688 0.2398 0.0373 -1.8403
P -0.50527 -0.45139 0.23202 -0.2136 1.0019 0.3364 1.2747
C -1.63119 -0.81219 1.80265 -0.3106 -0.0089 0.1376 -0.5761
C -2.09981 -2.18751 2.08540 -0.0380 -0.0807 0.0848 -0.3770
N -3.27540 -2.65541 1.93518 0.0208 0.0145 0.0202 -0.7886
C -0.30570 1.39038 0.71969 0.0174 -0.0855 0.0230 -0.3887
C 1.15282 1.77225 0.96752 -0.1836 0.4883 0.1798 -1.1247
C 1.72135 1.33014 2.32962 -0.0591 -0.5628 -0.2038 -0.6496
C 2.82995 0.26898 2.26468 0.2260 0.4501 0.0934 -0.5413
N 4.04678 0.65257 3.06295 0.1398 -0.8719 0.0050 -0.3539
C 5.24532 0.28168 2.40293 -0.3199 0.2154 -0.3395 0.3909
N 5.92515 -0.77320 2.59696 0.3218 0.2294 0.3317 -0.7147
N 5.68230 1.24850 1.44685 0.1922 -0.1351 0.0796 -0.5558
P -0.29315 -2.68200 -0.47712 0.4012 0.2774 -1.1707 0.8547
O 0.64094 -2.73996 -1.64290 0.0945 -0.1035 0.2063 -0.7987
O 0.33227 -3.66466 0.68534 -0.1302 -0.0815 0.3088 -0.5760
O -1.68418 -3.45110 -0.82647 -0.0659 -0.2661 0.3863 -0.4829
C -1.69450 -1.02244 -3.18264 -0.0225 0.0102 0.3727 0.1183
H -1.28711 -1.77318 -6.45699 -0.0009 -0.0387 -0.0411 0.4020
H -0.16472 -2.43207 -5.23938 0.0145 0.0145 -0.1266 0.2574
H -1.86246 -2.81586 -5.12556 -0.0702 -0.0158 -0.1431 0.3573
H -0.91023 0.62898 -6.01811 -0.0396 0.0282 0.0120 0.3519
H -1.19805 2.55021 -4.49182 0.0022 0.0311 0.0410 0.3603
H -1.75578 2.18938 -2.13603 -0.0626 -0.0487 0.0952 0.3631
H -2.85426 -0.95079 -0.66307 0.1683 -0.2098 -0.0630 0.5615
H -2.55249 0.76558 -0.45561 -0.0211 -0.0845 0.1403 0.6198
H 0.67749 -0.78498 1.04119 0.0004 -0.2065 -0.1205 -0.7263
H 0.32788 -0.18033 -0.91973 0.0693 -0.2594 -0.0339 0.1999
H -1.05258 -0.45684 2.66160 0.1640 -0.0258 -0.0904 0.2379
H -2.51062 -0.16390 1.71858 0.0628 0.0567 -0.0833 0.2326
H -1.35634 -2.88468 2.47687 0.0400 -0.0124 -0.0578 0.4745
H -3.88306 -1.92040 1.56449 -0.0222 0.0095 -0.0161 0.2997
H -0.90997 1.64465 1.59922 0.0275 0.0047 0.0073 0.2585
H -0.67391 2.02962 -0.08743 -0.0714 -0.1984 -0.0966 -0.0282
H 1.76611 1.41164 0.13457 0.0287 -0.1206 0.0506 0.4723
H 1.21002 2.86637 0.92954 0.1209 -0.0097 -0.1084 0.3618
H 2.12579 2.17752 2.88152 -0.0559 0.0422 0.0262 0.5544
H 0.89624 0.89387 2.89868 0.0048 0.2277 0.1746 0.1692
H 2.46441 -0.68955 2.63444 0.0109 -0.0547 -0.0924 0.2932
H 3.13844 0.09873 1.23265 -0.0371 0.0566 -0.0386 0.3621
H 4.04212 0.09077 3.90748 -0.2229 0.1507 0.0908 0.2926
H 5.49756 -1.35410 3.31507 -0.0156 0.0000 0.0205 0.2332
H 5.32633 1.01444 0.52574 -0.1693 0.1530 0.0161 0.2563
H 6.69084 1.16392 1.39217 -0.0104 -0.1487 -0.1752 0.3029
H 1.28867 -3.56583 0.59961 0.0053 -0.1301 -0.0054 0.3295
H -1.52784 -4.40290 -0.89176 -0.0593 0.0000 -0.0529 0.2752
H -1.81529 -2.03410 -2.82102 -0.0706 -0.0405 0.0453 0.3304
C -2.89758 4.08610 2.58553 0.0318 -0.0355 0.0391 -0.3115
Cl -2.22245 4.49634 1.00748 -0.0231 0.0850 -0.0472 -0.1351
Cl -3.81976 2.57878 2.55224 -0.0125 0.0035 0.0059 -0.1338
H -2.07767 3.96730 3.28355 0.0198 -0.0390 -0.0152 0.2302
H -3.56045 4.88497 2.89410 -0.0176 0.0035 -0.0188 0.3373

***

53
Properties=species:S:1:pos:R:3:forces:R:3:mulliken_charge:R:1 method="wB97M-V/def2-TZVPD" s2=3.78 molar_mass_g_mol=401.30 total_energy_ha=-2992.9749 e_homo_ev="-4.13 / -7.03" lumo_energy_ev="0.4 / 0.3" spin_multiplicity=4
P 0.21020 -1.84713 -2.01641 -1.5135 1.2953 -0.8714 0.8392
P -0.10511 2.01532 -2.02795 0.3931 -0.1331 -0.2900 0.7985
C -0.10865 -0.62125 -3.37975 0.6119 -1.3695 -1.6062 -0.0526
C 0.40014 0.83504 -3.36064 0.2925 1.9040 -1.1098 0.5760
H -1.13573 -0.69187 -3.76560 0.2097 0.0467 0.4191 0.5204
H 0.48111 -1.08698 -4.17212 -0.1877 0.6058 -0.0717 -0.4516
H 1.48313 0.90440 -3.54522 -0.2011 -0.1751 0.3026 0.7608
H -0.02819 1.35187 -4.21967 0.2445 -1.0343 0.1876 -1.5094
C -1.76378 2.64163 -2.41486 0.0935 0.6086 -0.3991 -1.3649
H -2.07972 3.29994 -1.59607 0.0724 -0.1175 -0.2330 0.4025
H -2.45173 1.78350 -2.42806 0.2773 0.1972 -0.0180 0.3030
H -1.81524 3.16834 -3.37370 -0.1760 0.0688 0.1504 0.3979
C 1.16493 3.25528 -1.75073 0.2105 0.8371 -0.4623 -1.2611
H 1.21181 4.02273 -2.54372 0.1347 -0.1324 0.3587 0.3726
H 2.13418 2.73711 -1.67946 -0.3875 0.1155 -0.0670 0.3802
H 0.97288 3.73109 -0.77594 0.0185 -0.1322 -0.3601 0.3678
C -1.02372 -3.16521 -2.13222 0.0615 -0.6325 -0.5441 -1.3447
H -0.95607 -3.79408 -1.23578 0.0477 0.1602 -0.1425 0.4030
H -0.93946 -3.81559 -3.01630 -0.0008 0.0308 0.1609 0.3481
H -2.02059 -2.70645 -2.12772 0.3491 0.0333 -0.0093 0.3635
C 1.93364 -2.41256 -2.14344 0.0345 -0.2000 -0.0121 -1.3137
H 2.58701 -1.53563 -2.04133 -0.2219 -0.1464 -0.0213 0.3623
H 2.18566 -2.93599 -3.07873 -0.2243 0.1781 0.2092 0.3714
H 2.15103 -3.08038 -1.29860 -0.0691 0.1704 -0.2238 0.4301
Co -0.29402 0.10671 -1.24596 0.1999 -1.3720 4.4978 -0.1916
C 0.47540 1.64236 -6.26856 -1.3471 0.7181 -0.4015 -0.2030
C -0.87325 1.67253 -6.09046 1.6932 0.6921 -1.1694 -0.0920
C -1.83483 0.97670 -6.99615 -0.3512 -0.1650 -0.3645 -0.9413
C -1.43785 -0.47542 -7.37891 -0.1967 0.2955 -0.0343 -0.8847
C -0.68382 -1.21128 -6.30290 0.9353 -0.6997 -0.5310 -0.2860
C 0.66271 -1.29588 -6.22182 -1.1334 -0.5120 -0.9818 -0.5015
C 1.61166 -0.52873 -7.09143 0.2310 0.0259 -0.4064 -0.8808
C 1.20303 0.94256 -7.38520 0.2539 -0.1817 -0.0953 -0.9570
C 0.18727 -1.31408 0.25379 1.0635 -0.8704 2.4121 -1.9307
H 1.12188 2.27034 -5.64986 -0.3487 -0.1645 0.0188 0.5059
H -1.30717 2.42140 -5.43464 0.1413 -0.2882 0.3572 0.4088
H -1.87909 1.59810 -7.91028 -0.2932 -0.3330 0.1668 0.2996
H -2.85606 0.93610 -6.57690 0.4880 0.2977 -0.0036 0.3568
H -2.38074 -1.02091 -7.56465 0.4948 0.1207 -0.0882 0.4477
H -0.86401 -0.46770 -8.31884 -0.2106 -0.1385 0.3599 0.3105
H -1.31017 -1.80137 -5.63116 0.3050 -0.0425 -0.1383 0.6171
H 1.12614 -2.11989 -5.68226 -0.1754 0.3158 0.4729 0.6845
H 1.66556 -1.09102 -8.04646 0.2601 0.3830 0.2570 0.2989
H 2.63795 -0.51022 -6.67159 -0.6079 -0.2714 -0.0508 0.3457
H 2.14656 1.49148 -7.55783 -0.5107 -0.1217 -0.1467 0.4452
H 0.61024 0.98118 -8.30971 0.1970 0.1108 0.2527 0.3274
H 1.02351 -0.86474 0.83201 -0.3000 -0.2781 -0.2281 0.4789
H 0.49052 -2.37710 0.08726 -0.0657 0.3443 0.4116 0.5322
H -0.67727 -1.37120 0.94946 0.3569 0.0675 -0.6806 0.4606
F -1.41858 0.57580 1.44043 0.1748 0.7680 0.8149 -0.2705
C -0.57500 1.22380 0.56482 -0.7170 -1.4308 -0.4147 0.4690
F -1.05942 2.52482 0.53916 0.2528 0.0837 0.3260 -0.2635
F 0.66962 1.32515 1.20020 -0.8593 0.4678 0.0408 -0.2854